P.
{"formula": "C3H4NS", "method": "ωB97M-V/def2-TZVPD", "charge": 1, "multiplicity": 1, "symbols": ["C", "C", "C", "N", "S", "H", "H", "H", "H"], "positions_angstrom": [[0.54627, -1.46777, 0.02179], [1.98494, -1.40731, 0.05859], [0.60898, 0.83246, 0.06289], [-0.11847, -0.32851, -0.04991], [2.36549, 0.39585, -0.03811], [0.12757, -2.56122, -0.01020], [0.20870, 1.43753, -0.66534], [0.40325, 1.21439, 1.02986], [-1.08955, -0.18389, -0.17636]], "lowdin_charge": [-0.117, -0.163, -0.420, 0.040, 1.066, 0.186, 0.103, 0.126, 0.178]}

***

Q.
{"formula": "C3H4NS", "method": "ωB97M-V/def2-TZVPD", "charge": 1, "multiplicity": 1, "symbols": ["C", "C", "C", "N", "S", "H", "H", "H", "H"], "positions_angstrom": [[0.99499, 0.03067, -0.45655], [-0.94255, -1.22849, -0.09592], [0.10915, 1.01158, 0.14086], [0.58375, -1.16633, -0.71790], [-1.46754, 0.13914, 0.58081], [2.01550, 0.13563, -0.59605], [-1.56609, -2.11040, -0.00409], [0.39876, 1.20242, 1.28623], [-0.12596, 1.98579, -0.13740]], "lowdin_charge": [-0.178, -0.256, -0.306, 0.123, 1.165, 0.123, 0.084, 0.167, 0.078]}

***

R.
{"formula": "C3H4NS", "method": "ωB97M-V/def2-TZVPD", "charge": 1, "multiplicity": 1, "symbols": ["C", "C", "C", "N", "S", "H", "H", "H", "H"], "positions_angstrom": [[-0.97543, 0.33767, 0.23361], [3.76848, -0.66642, -0.16969], [-2.37369, 0.39131, 0.03017], [0.18939, 0.16023, 0.16265], [2.58123, 0.12520, 0.26298], [-2.78451, 1.30204, 0.37580], [4.62365, -1.42359, -0.45124], [-2.77148, -0.49234, 0.58597], [-2.25764, 0.26592, -1.03025]], "lowdin_charge": [-0.216, -0.284, -0.014, -0.007, 1.080, 0.091, 0.112, 0.131, 0.106]}

***

Here is how they stack up, most stable first: Q, R, P.